{
  "formula": "C29H25Co2N2O6S",
  "method": "wB97M-V/def2-TZVPD",
  "de_lowest_kj_mol": 0.0,
  "gap_ha": 0.202,
  "e_lumo_ev": 2.20,
  "charge": -1,
  "symbols": ["Co", "Co", "S", "O", "O", "O", "O", "O", "O", "N", "N", "C", "C", "C", "C", "C", "C", "C", "C", "C", "C", "C", "C", "C", "C", "C", "C", "C", "C", "C", "C", "C", "C", "C", "C", "C", "C", "C", "C", "C", "H", "H", "H", "H", "H", "H", "H", "H", "H", "H", "H", "H", "H", "H", "H", "H", "H", "H", "H", "H", "H", "H", "H", "H", "H"],
  "positions_angstrom": [[-2.2675, -1.9859, -0.5631], [-4.1292, -0.2868, 0.6660], [0.5589, 1.7162, 2.4061], [-2.3481, -3.5994, -2.9569], [-1.4169, -3.7349, 1.6171], [-2.6715, 2.1964, 0.2676], [-3.1520, -1.2183, 3.3216], [-0.4548, 0.1622, -1.2209], [-6.9335, 0.5418, 1.1199], [3.1304, 1.5994, 2.4575], [2.0996, 0.0889, 0.9474], [-3.8329, -0.8673, -1.0211], [4.4896, 1.1123, 2.2020], [2.7936, 2.5871, 3.3825], [3.6836, 3.3681, 4.1229], [-3.2730, 1.2345, 0.4980], [3.4165, -0.4240, 0.5055], [2.0636, 1.0047, 1.8374], [-4.8872, -1.5492, -4.5270], [-1.7106, -3.0278, 0.7516], [-3.0728, 0.0974, -3.1967], [2.2489, -1.9147, -1.1053], [-4.9454, -1.4343, -3.1425], [1.7679, 4.6064, 4.9907], [-3.9757, -0.6849, -2.4472], [3.2940, -0.8043, -0.9841], [2.8481, 0.4116, -1.8018], [0.8867, 3.8032, 4.2482], [4.5624, 0.5185, 0.8119], [-5.8158, 0.2608, 1.0280], [3.1554, 4.3936, 4.9330], [1.4148, 2.7997, 3.4360], [-3.9362, -0.8251, -5.2499], [-3.5618, -0.8199, 2.3194], [-2.2483, -3.0287, -1.9588], [4.6264, -1.3159, -1.5200], [-5.2260, -2.9111, -0.2595], [-3.0158, -0.0144, -4.5783], [-1.1446, -0.7343, -0.9314], [-4.5665, -1.7600, -0.1592], [-2.3645, 0.7322, -2.6669], [-5.8445, -3.1986, 0.5706], [2.6530, 0.1092, -2.8365], [2.5775, -2.8177, -0.5787], [4.5067, -1.6661, -2.5513], [5.1837, 1.9494, 2.2997], [-5.5778, -2.2261, -5.0355], [1.9201, 0.8218, -1.3921], [4.9870, -2.1571, -0.9150], [-3.9200, -0.8808, -6.3315], [-5.7057, -1.9892, -2.5895], [1.2967, -1.5870, -0.6816], [4.7600, 0.3463, 2.9429], [3.6002, -1.3731, 1.0558], [5.4983, -0.0391, 0.7048], [-2.2283, 0.5167, -5.1182], [3.6180, 1.1889, -1.8069], [2.0929, -2.1623, -2.1617], [5.3872, -0.5274, -1.5207], [-5.2478, -3.4808, -1.1810], [4.7566, 3.1864, 4.0584], [4.5791, 1.3231, 0.0679], [-0.1848, 3.9329, 4.2790], [1.3708, 5.4080, 5.6218], [3.8312, 5.0289, 5.5196]],
  "mulliken_charge": [0.3585, -0.1945, -0.1240, -0.3755, -0.4077, -0.3930, -0.3733, -0.3181, -0.3924, 0.2248, -0.2351, 1.6414, -0.6930, 0.3854, -0.7202, 0.3261, -0.2215, 0.1813, -0.7209, -0.0290, -0.1063, -1.6883, -0.3564, -0.5512, 0.8246, 2.3160, -1.8412, -0.5127, -0.9834, 0.0508, -0.5802, 0.5175, -0.3956, -0.0317, -0.0085, -2.2188, -1.1792, -0.7593, 0.0141, -0.7230, 0.5048, 0.2297, 0.4814, 0.3586, 0.4753, 0.4261, 0.3626, 0.3320, 0.3973, 0.3594, 0.4520, 0.0366, 0.2689, 0.4299, 0.4339, 0.3631, 0.3700, 0.4813, 0.4135, 0.3785, 0.2932, 0.3367, 0.4176, 0.3410, 0.3501]
}